Entry 1:
Here is a structure of composition C22H22B2F4N7O4PtS3 from the OMol25 dataset. Energies are from ωB97M-V/def2-TZVPD.

XYZ file:
```
65
Properties=species:S:1:pos:R:3:forces:R:3
Pt -0.42723 -0.66709 -0.17524 0.0 0.2 0.0
S -1.84335 -4.13538 1.94093 0.1 0.0 0.0
S -1.64375 -5.22174 4.71464 0.0 0.1 0.0
S -2.54506 -1.66505 0.25193 0.0 0.0 -0.1
F 2.37796 -2.21754 -0.59901 0.0 0.0 0.0
F -2.34251 3.32356 -0.36128 0.0 0.0 0.0
F 1.89203 -4.44292 -0.13056 0.0 0.0 0.0
F -0.20860 2.48832 -0.75105 0.0 0.0 0.0
O -2.12169 1.29642 -1.43624 0.0 0.0 0.0
O 0.93953 -2.81653 1.18055 0.0 0.0 0.0
O 0.35479 -3.20466 -1.30695 -0.1 0.0 0.1
O -1.53815 1.69550 1.05037 0.0 0.0 0.0
N 1.32658 0.42606 -0.31671 0.1 -0.3 0.1
N -0.81604 0.61267 1.28033 0.0 0.0 0.0
N -1.43896 0.18570 -1.66026 0.0 0.0 0.0
N -2.80826 -1.96368 2.87816 0.0 0.0 0.0
N -0.22377 -2.04778 -1.58961 0.1 0.0 -0.1
N -2.68622 -2.83372 3.91464 0.1 0.0 0.0
N 0.43298 -1.59942 1.34765 0.0 0.0 0.0
C -2.45805 -0.12843 -3.85842 0.0 0.0 0.0
C 2.23540 0.51512 -1.22403 0.0 0.2 -0.1
C 3.30729 0.05022 -3.35786 0.0 0.0 0.0
C -0.89040 -1.84585 -2.67538 0.0 0.0 0.0
C -3.91475 -3.24992 5.98170 0.0 0.0 0.0
C 3.37864 1.32818 -0.85418 0.0 0.0 0.0
C -0.69537 1.13064 3.63585 0.0 0.0 0.0
C -1.59086 -0.53275 -2.72245 0.0 0.0 0.0
C -0.42207 0.27134 2.45566 0.0 0.0 0.0
C -2.85466 -1.11324 5.62037 0.0 0.0 0.0
C -2.39879 -2.50077 1.77936 -0.1 0.0 0.0
C 0.28982 -1.04223 2.50048 0.0 0.0 0.0
C -1.00908 -2.85689 -3.75692 0.0 0.0 0.0
C -3.15174 -2.39831 5.19882 0.0 0.0 0.0
C -4.36540 -2.80506 7.21412 0.0 0.0 0.0
C 0.73602 -1.67048 3.76875 0.0 0.0 0.0
C 4.44819 1.46467 -1.69407 0.0 0.0 0.0
C 4.40359 0.82462 -2.93476 0.0 0.0 0.0
C -2.08892 -4.04837 3.66550 -0.1 -0.1 0.0
C 2.24168 -0.11077 -2.52746 0.0 0.0 0.0
C -3.31562 -0.67534 6.85184 0.0 0.0 0.0
C -4.06541 -1.52328 7.65336 0.0 0.0 0.0
B -1.52032 2.26401 -0.38636 0.0 0.0 0.0
B 1.45294 -3.17692 -0.21514 0.1 0.0 0.0
H -0.35714 0.66821 4.55833 0.0 0.0 0.0
H -1.76734 1.33170 3.68912 0.0 0.0 0.0
H -2.01367 -3.28644 -3.74856 0.0 0.0 0.0
H -0.29212 -3.65829 -3.60249 0.0 0.0 0.0
H -0.85360 -2.39825 -4.73322 0.0 0.0 0.0
H -0.19881 2.09443 3.50908 0.0 0.0 0.0
H 3.33150 1.80398 0.11597 0.0 0.0 0.0
H 5.31037 2.05492 -1.41894 0.0 0.0 0.0
H 1.39560 -0.71186 -2.81883 0.0 0.0 0.0
H 5.24884 0.93007 -3.60482 0.0 0.0 0.0
H -0.13332 -1.90260 4.39100 0.0 0.0 0.0
H -4.96000 -3.46516 7.83077 0.0 0.0 0.0
H 1.37041 -0.98376 4.33007 0.0 0.0 0.0
H -3.32739 -0.78741 -3.91157 0.0 0.0 0.0
H -1.91859 -0.21356 -4.80188 0.0 0.0 0.0
H -4.14904 -4.24561 5.63557 0.0 0.0 0.0
H 1.27522 -2.59162 3.56710 0.0 0.0 0.0
H 3.33172 -0.41800 -4.33157 0.0 0.0 0.0
H -4.42175 -1.18334 8.61621 0.0 0.0 0.0
H -3.09127 0.32991 7.18270 0.0 0.0 0.0
H -2.80026 0.89318 -3.72275 0.0 0.0 0.0
H -2.28867 -0.45631 4.97482 0.0 -0.1 0.0
```
Forces are in eV/Å.

Values from the calculation:
**Electronic energy**: -3298.7552 a.u.
**Net charge**: +1
**E_LUMO**: -6.04 eV



Entry 2:
Here is a structure of composition C22H22BrCuN3O5P from the OMol25 dataset. Energies are from ωB97M-V/def2-TZVPD.

XYZ file:
```
55
Properties=species:S:1:pos:R:3:forces:R:3
Br -4.78870 0.63756 -5.09697 0.0 0.0 0.0
Cu 0.14631 -0.37369 0.28200 0.3 0.2 0.0
P 2.99753 1.31799 -0.83620 -0.1 -0.2 0.0
O 1.90990 0.62222 -0.08525 0.0 0.2 0.1
O 6.53370 -1.32956 0.18863 0.0 0.2 0.0
O -0.21189 -2.22275 -0.27503 -0.2 -0.2 0.0
O 0.06867 -4.43687 -0.48578 0.0 0.1 0.0
O 6.86936 -3.16399 -0.88154 0.0 0.0 -0.1
N -1.78756 0.32731 0.18275 -0.3 0.0 -0.4
N -0.27369 -0.01204 2.41747 -0.1 0.0 0.0
N 6.14733 -2.36414 -0.32664 -0.2 -0.3 0.2
C 1.98407 -3.09676 -0.23638 0.2 0.0 0.0
C -1.60499 0.06665 2.54135 -0.1 0.0 -0.3
C 2.80823 -3.83696 -1.07952 0.0 0.0 0.0
C -3.81222 0.95174 -1.09016 -0.1 0.1 0.0
C 4.17627 -3.61800 -1.10520 0.0 -0.1 -0.1
C 0.45839 -0.04181 3.52600 0.0 0.0 -0.1
C 2.36419 2.55408 -1.96557 -0.1 0.1 -0.1
C 3.92452 -1.95324 0.63582 -0.1 -0.1 0.1
C -1.93733 -0.07068 -2.18709 0.1 -0.1 0.0
C -2.60845 -0.01783 -3.39684 0.0 0.0 0.0
C -0.09264 -0.01173 4.79918 0.0 0.0 0.0
C -2.24045 0.09556 3.77173 -0.1 0.0 0.1
C -2.53743 0.40199 -1.02790 0.1 0.0 0.2
C -3.87760 0.53548 -3.44348 0.0 0.0 0.0
C 3.98931 0.19523 -1.81578 0.1 0.0 -0.1
C 4.70440 -2.66188 -0.25751 0.2 -0.1 0.0
C -4.48644 1.02363 -2.30011 0.0 0.0 0.0
C -1.46950 0.05484 4.92177 0.0 0.0 0.0
C 2.55882 -2.17700 0.63534 0.0 0.0 0.1
C 4.13935 2.15786 0.25826 0.1 0.0 0.1
C -2.38598 0.13167 1.28321 0.0 -0.1 0.4
C 0.47799 -3.29356 -0.32689 0.1 -0.1 0.0
H -1.93668 0.07293 5.89765 0.0 0.0 0.0
H -3.46286 -0.03279 1.34456 0.0 0.1 0.0
H 4.67973 1.40464 0.83277 0.0 0.0 0.0
H 3.57307 2.79083 0.94116 0.0 0.0 0.0
H -4.27501 1.36319 -0.20177 0.0 0.0 0.0
H 4.59950 -0.41482 -1.14822 -0.1 0.2 -0.2
H 3.17276 3.06920 -2.48580 0.0 0.0 0.0
H -5.47263 1.46283 -2.35358 0.0 0.0 0.0
H 1.53207 -0.09616 3.38546 0.0 0.0 0.0
H 1.92490 -1.61920 1.31533 0.1 -0.1 0.0
H 4.85582 2.76470 -0.29636 0.0 0.0 0.0
H 1.71901 2.06123 -2.69413 0.0 0.0 0.0
H 0.54767 -0.05283 5.66940 0.0 0.0 0.0
H -2.15096 -0.40585 -4.29629 0.0 0.0 0.0
H 4.63816 0.73917 -2.50436 0.0 0.0 0.0
H -0.95616 -0.52554 -2.11439 0.0 0.0 0.0
H -3.32069 0.15154 3.82057 0.0 0.0 0.0
H 1.76944 3.27610 -1.40548 0.0 0.0 0.0
H 4.83010 -4.16417 -1.76956 0.0 0.0 0.0
H 2.35289 -4.57673 -1.72407 0.0 0.0 0.0
H 4.38514 -1.23407 1.29886 0.0 0.0 0.0
H 3.32340 -0.46151 -2.37727 0.0 0.0 0.0
```
Forces are in eV/Å.

Values from the calculation:
**Electronic energy**: -5947.8611 a.u.
**E_LUMO**: -0.70 eV
**Relative energy (zero: lowest compared OMol25 entry of this formula, charge and spin)**: 0.0000 eV



Entry 3:
Here is an isolated molecule of C22H22BrN5O3 from the OMol25 dataset. Energies are from ωB97M-V/def2-TZVPD.

XYZ file:
```
53
Properties=species:S:1:pos:R:3:forces:R:3
Br -3.94968 -3.08084 0.08679 0.0 0.2 -0.1
O -0.57835 1.37290 -1.70845 0.1 -0.2 -0.2
O 1.06246 -4.53850 1.06847 -0.1 -0.2 -0.1
O 2.95462 -3.58489 0.70765 0.1 -0.1 0.0
N 1.75758 -3.54980 0.92253 0.4 -0.7 0.0
N -0.56901 1.39708 2.15147 0.1 0.2 0.2
N 3.70903 -0.05181 -0.03898 0.5 0.6 0.5
N 2.78864 -1.00903 -0.26042 0.4 -0.2 -0.7
N -1.53040 2.45374 0.03399 0.0 0.3 0.0
C -5.00583 0.39316 -1.92544 0.0 0.1 0.0
C 4.20267 -1.15676 -1.92028 -0.2 -0.1 0.2
C 1.11727 0.12752 0.96396 -0.1 0.0 0.0
C 3.04460 -1.69227 -1.41461 0.1 0.2 -0.2
C -3.92449 -1.34468 -0.69944 0.0 -0.1 0.1
C -2.50176 2.47489 1.10017 -0.2 -0.1 0.2
C -5.03807 -0.87806 -1.37737 0.0 -0.2 0.1
C -0.60723 -1.02029 2.17443 0.0 0.1 0.0
C -2.00124 1.57570 2.26552 -0.2 0.1 0.1
C -0.03166 0.19648 1.75571 0.2 -0.5 0.0
C 1.13298 -2.27671 1.06746 -0.5 1.2 0.1
C -1.52145 1.52767 -0.96108 -0.2 0.0 -0.1
C -3.88403 1.19249 -1.78306 0.1 0.0 0.1
C -2.78809 -0.56730 -0.56168 0.0 0.0 0.0
C 2.14986 -2.72196 -2.00067 0.1 -0.1 0.0
C 1.69300 -1.07869 0.59377 -0.5 -0.3 0.5
C 4.58481 -0.14341 -1.01568 -0.3 -0.2 -0.1
C -0.28614 3.10056 0.40182 0.2 0.0 -0.2
C 5.77831 0.73853 -1.08877 -0.1 0.0 0.0
C -2.77591 0.71464 -1.09383 -0.1 -0.2 -0.2
C 0.08754 2.64606 1.83307 0.0 0.0 -0.1
C -0.03234 -2.21778 1.83530 0.2 -0.1 -0.2
H 2.19673 -2.65909 -3.08562 -0.1 0.0 0.0
H -3.46929 2.12815 0.73851 0.1 0.1 0.1
H 2.46777 -3.72344 -1.71037 -0.1 0.0 0.0
H -1.92073 -0.95316 -0.04708 0.1 0.0 0.0
H -2.23789 2.04274 3.22787 -0.1 -0.1 0.0
H -2.50062 0.61046 2.21676 0.0 0.0 0.0
H 0.46069 2.79726 -0.33384 -0.1 0.1 0.1
H 1.16493 2.54247 1.95020 0.0 0.1 0.0
H -5.91344 -1.50049 -1.47786 -0.1 -0.1 0.0
H -0.45588 -3.14778 2.18389 0.0 0.0 0.0
H 6.68826 0.14063 -1.07130 0.1 0.0 0.0
H -0.40757 4.18710 0.35772 0.1 0.0 0.0
H -3.86225 2.18430 -2.20871 0.0 0.1 0.0
H 1.59331 1.01012 0.57459 0.0 0.1 -0.1
H -1.48032 -1.02731 2.80680 -0.1 0.0 0.1
H 5.78200 1.41979 -0.24275 0.1 0.1 0.0
H -5.86535 0.76159 -2.46421 -0.1 0.0 -0.1
H 4.70642 -1.44426 -2.82040 0.0 -0.1 -0.2
H -2.60714 3.51218 1.43083 -0.1 -0.1 0.0
H -0.26175 3.38123 2.56450 0.1 0.0 0.0
H 1.11722 -2.57365 -1.68735 -0.1 0.0 0.0
H 5.76720 1.31252 -2.01457 0.1 0.1 0.0
```
Forces are in eV/Å.

Values from the calculation:
**SMILES string**: Cc1cc(C)n(-c2cc(N3CCN(C(=O)c4cccc(Br)c4)CC3)ccc2[N+](=O)[O-])n1
**Electronic energy**: -3924.9783 a.u.
**E_LUMO**: -0.19 eV



Entry 4:
Here is an isolated molecule of C22H22Cl2N4O3 from the OMol25 dataset. Energies are from ωB97M-V/def2-TZVPD.

XYZ file:
```
53
Properties=species:S:1:pos:R:3:forces:R:3
Cl 8.65278 1.65197 -0.15771 0.2 0.1 0.0
Cl 3.28862 1.58630 -0.50209 -0.2 0.2 -0.1
O 1.61811 -4.10190 0.73026 0.2 -0.1 0.0
O -6.57304 -1.66632 -0.60177 0.2 0.3 0.0
O 3.51789 -1.15696 0.17312 0.1 0.1 0.0
N -0.25238 -2.15616 0.09268 -0.7 -0.5 0.0
N -4.42726 3.00300 -0.75222 0.4 0.4 -0.7
N 1.07550 -1.96096 0.16385 0.4 1.1 -0.2
N -5.08495 1.96973 -0.22156 -0.2 0.2 0.6
C -5.45887 0.84639 -1.03528 -0.1 -0.3 -0.2
C 5.95400 -1.23586 0.35706 -0.3 -0.1 0.0
C 7.15989 0.79539 -0.05153 -0.2 -0.2 0.0
C 3.40331 -2.52565 0.49078 0.0 -0.5 0.1
C -7.22741 -2.89346 -0.38269 -0.1 -0.2 0.0
C -5.95047 1.09343 1.94177 0.0 0.0 0.0
C -5.21658 -1.61691 -0.49336 0.3 0.3 -0.1
C -2.43735 -1.33235 -0.30139 -0.8 -0.1 0.0
C 4.77999 0.77632 -0.20672 0.1 -0.3 0.1
C -1.00474 -1.17550 -0.20607 1.0 0.2 0.0
C -4.41193 -2.71073 -0.17724 -0.3 -0.1 0.0
C -4.61806 -0.36682 -0.71599 -0.4 -0.2 0.0
C 4.74904 -0.58679 0.11939 0.1 0.2 -0.1
C -4.18715 3.84285 0.24034 -0.1 -0.3 0.1
C -3.24622 -0.24121 -0.61964 0.2 -0.4 0.1
C 1.93053 -2.96497 0.47887 0.3 0.2 0.0
C -4.69834 3.32716 1.44501 -0.1 -0.2 -0.1
C 5.97053 1.46890 -0.29351 0.0 -0.2 0.0
C -3.04368 -2.56962 -0.08132 0.1 0.3 -0.1
C -5.26544 2.11608 1.11165 0.0 0.2 0.1
C 7.15438 -0.54964 0.27229 0.0 0.2 -0.1
C -3.47227 5.12925 0.02380 0.0 -0.1 0.0
H 5.96865 -2.28313 0.61093 0.0 -0.1 0.0
H -7.06082 -3.26245 0.63408 0.0 0.0 0.0
H -5.30120 1.15149 -2.07364 -0.1 0.0 0.2
H -6.90964 -3.65233 -1.10390 0.0 0.0 0.0
H -2.57446 5.17390 0.63924 0.1 0.1 0.0
H -2.41888 -3.41266 0.16526 0.0 -0.1 0.0
H 5.97178 2.51681 -0.54590 0.0 0.1 0.0
H 3.93907 -3.14928 -0.23691 -0.1 0.1 0.1
H -4.65682 3.78038 2.41474 0.0 0.0 0.2
H -0.59806 -0.17470 -0.40378 0.0 -0.1 0.0
H -6.07635 1.46641 2.95456 0.0 0.0 0.0
H -6.93050 0.85286 1.52988 -0.1 -0.1 0.0
H -2.80270 0.72921 -0.79245 0.1 0.2 0.0
H 1.46109 -1.03209 -0.02588 -0.1 -0.4 0.1
H -4.85068 -3.67992 -0.00126 -0.1 -0.1 0.0
H -4.11106 5.96881 0.29550 0.0 0.1 0.0
H -8.28780 -2.68799 -0.52155 0.1 -0.1 0.0
H -6.51583 0.60971 -0.88862 0.1 0.1 -0.1
H -3.19416 5.21770 -1.02252 0.0 0.1 -0.1
H -5.36496 0.17378 1.97625 0.0 -0.1 0.1
H 3.80486 -2.73723 1.49048 -0.1 0.0 -0.1
H 8.08260 -1.06502 0.45885 0.1 0.0 0.0
```
Forces are in eV/Å.

Values from the calculation:
**SMILES string**: COc1ccc(/C=N/NC(=O)COc2ccc(Cl)cc2Cl)cc1Cn1nc(C)cc1C
**Electronic energy**: -2216.6439 a.u.
**E_LUMO**: 0.44 eV



| no. | orbital gap (eV) | F_max (eV/A) |
| --- | --- | --- |
| 1 | 4.3 | 0.30 |
| 2 | 7.0 | 0.49 |
| 3 | 8.2 | 1.32 |
| 4 | 8.6 | 1.21 |